{
  "formula": "C6H10AgF3O7",
  "method": "ωB97M-V/def2-TZVPD",
  "elements": ["Ag", "F", "F", "F", "C", "C", "C", "O", "C", "C", "C", "O", "O", "O", "H", "H", "H", "H", "O", "H", "H", "O", "H", "H", "O", "H", "H"],
  "xyz": [[-0.79447, -0.71538, 3.06898], [1.15613, -0.86764, 4.38654], [-2.22139, 0.29849, 4.59687], [0.24095, 1.01711, 1.97951], [0.50280, 0.81034, -3.92585], [1.51969, 1.68260, -3.72827], [1.96443, 2.19949, -2.43184], [2.75996, 3.08231, -2.26638], [1.24874, 1.64170, -1.30263], [0.29104, 0.69400, -1.45840], [-0.21046, 0.18473, -2.78644], [-1.02045, -0.64318, -3.09782], [-0.29797, 0.04683, -0.37548], [2.14322, 2.28562, -4.75500], [0.31828, 0.45521, -4.92896], [1.53961, 2.03104, -0.33816], [-0.06227, 0.44675, 0.46482], [2.72127, 2.98401, -4.43923], [-1.36515, -2.69179, 3.91434], [-0.89520, -3.47518, 4.20014], [-2.28432, -2.88128, 4.10261], [-2.63177, -0.68381, 1.76628], [-3.00195, -0.46976, 0.90990], [-3.38460, -0.69411, 2.35736], [0.26566, -2.19943, 1.57803], [1.05281, -2.69647, 1.80070], [0.44542, -1.84218, 0.70838]],
  "atomic_forces_ev_per_a": [[2.0, 2.5, 1.8], [-1.5, -0.2, -1.0], [0.1, -0.8, -0.8], [-0.3, -0.6, -1.0], [1.6, 0.8, 0.5], [-0.4, 0.4, -1.7], [-2.3, -1.0, 2.1], [1.4, 1.0, -1.0], [-0.5, -0.6, -0.2], [-1.1, -1.5, 3.3], [2.0, 1.2, -2.1], [-1.1, -0.8, 1.5], [0.1, 0.1, -4.0], [-0.3, -0.6, -1.0], [-0.4, 0.1, 0.0], [-0.2, -0.3, 0.3], [0.8, 1.4, 2.6], [0.3, 0.2, 0.6], [-0.5, -1.2, 0.3], [0.4, 0.0, 0.1], [-0.3, 0.2, 0.1], [-0.5, -0.4, -0.2], [0.4, 0.2, -0.4], [-0.1, 0.3, 0.6], [0.0, -0.7, -0.4], [0.3, 0.1, 0.4], [-0.1, 0.4, -0.4]],
  "nbo_charge": [1.409, -0.662, -0.884, -0.868, -0.361, 0.279, 0.461, -0.541, -0.378, 0.303, 0.490, -0.496, -0.700, -0.662, 0.229, 0.271, 0.535, 0.500, -0.947, 0.483, 0.482, -0.955, 0.494, 0.498, -0.956, 0.482, 0.492],
  "homo_ev": [-5.7, -5.2],
  "lumo_ev": [0.95, 0.95],
  "gap_ha": [0.243, 0.225],
  "largest_force_ev_per_a": 4.05,
  "s_squared": 0.7570,
  "charge": -1,
  "total_energy_ha": -1207.83131,
  "spin_multiplicity": 2
}


{
  "formula": "C6H10AgO6",
  "method": "ωB97M-V/def2-TZVPD",
  "elements": ["O", "C", "O", "C", "C", "C", "C", "O", "C", "O", "O", "H", "H", "H", "H", "H", "H", "H", "H", "H", "Ag", "O", "H"],
  "xyz": [[0.35666, 3.44044, -0.20187], [0.95972, 2.32795, -0.48626], [1.44736, 1.61258, 0.49710], [0.54909, 0.85912, 1.35129], [0.92110, -0.60988, 1.29081], [0.93774, -1.24090, -0.10245], [-0.35121, -1.13577, -0.87582], [-1.39344, -1.82532, -0.05912], [-2.62234, -1.59098, -0.19342], [-3.05879, -0.83644, -1.13840], [-3.43567, -2.09075, 0.65346], [-0.49043, 1.06142, 1.07498], [0.72582, 1.26190, 2.35394], [0.21338, -1.14388, 1.94083], [1.91625, -0.73893, 1.73732], [1.21849, -2.29895, -0.01945], [1.70984, -0.78278, -0.73734], [-0.31552, -1.66482, -1.83336], [-0.69148, -0.10408, -1.02534], [-4.37974, -1.90549, 0.49694], [3.21229, 0.94602, -2.17174], [1.70861, 2.48636, -1.48368], [0.86226, 3.97318, -1.06841]],
  "atomic_forces_ev_per_a": [[-0.5, 1.7, -2.5], [5.2, 3.8, 0.5], [-1.4, -2.1, -0.4], [0.1, 0.2, 0.8], [0.1, 0.0, 0.2], [0.0, -0.3, 0.1], [0.0, 0.1, -0.4], [0.2, -0.2, 0.3], [-0.2, 0.1, 0.0], [-0.1, 0.1, -0.2], [0.1, -0.2, 0.1], [0.1, 0.1, 0.0], [-0.3, -0.2, -0.1], [0.2, 0.0, -0.1], [-0.3, 0.0, -0.1], [-0.1, 0.2, 0.0], [-0.1, 0.0, 0.1], [0.0, 0.1, 0.2], [0.0, -0.2, 0.0], [-0.2, 0.0, 0.0], [-0.1, 0.4, 0.1], [-0.1, -2.6, -1.5], [-2.7, -1.1, 3.1]],
  "nbo_charge": [-0.605, 0.979, -0.476, -0.084, -0.442, -0.427, -0.074, -0.398, 0.980, -0.051, -0.534, 0.183, 0.246, 0.245, 0.255, 0.266, 0.193, 0.243, 0.197, 0.560, 0.958, -0.775, 0.561],
  "homo_ev": [-18.1, -18.1],
  "lumo_ev": [-8.18, -12.44],
  "gap_ha": [0.365, 0.208],
  "largest_force_ev_per_a": 6.46,
  "s_squared": 0.7540,
  "charge": 2,
  "total_energy_ha": -832.25646,
  "spin_multiplicity": 2
}


{
  "formula": "C6H10BN4O7P2Pd",
  "method": "ωB97M-V/def2-TZVPD",
  "elements": ["Pd", "B", "N", "C", "C", "C", "N", "N", "C", "C", "C", "N", "H", "H", "H", "H", "H", "H", "H", "H", "O", "P", "O", "O", "O", "P", "O", "O", "O", "H", "H"],
  "xyz": [[0.90897, 0.06883, -0.23104], [-2.29714, -1.69172, 0.90627], [-1.27589, -1.07126, 1.88421], [-1.48478, -1.07665, 3.20301], [-0.40591, -0.48107, 3.83286], [0.44547, -0.12705, 2.79194], [-0.10053, -0.49775, 1.63096], [-1.86714, -1.58417, -0.57281], [-2.62790, -2.07304, -1.55517], [-1.99140, -1.86244, -2.76591], [-0.80846, -1.21651, -2.42284], [-0.75811, -1.06515, -1.09698], [-3.34081, -1.11099, 1.03613], [-2.40793, -2.86033, 1.17692], [-2.38494, -1.50341, 3.59988], [-0.26896, -0.32206, 4.88512], [1.39688, 0.37740, 2.79912], [-3.56723, -2.53590, -1.32392], [-2.34159, -2.13008, -3.74413], [-0.00587, -0.84192, -3.03546], [2.88697, 2.41906, -2.96237], [1.70243, 1.54771, -2.29464], [0.44892, 1.73103, -3.05504], [2.23715, 0.15879, -2.03958], [1.48788, 2.29530, -0.84437], [2.36834, 2.14333, 0.53729], [3.62756, 3.11375, 0.25340], [1.53893, 2.69582, 1.62946], [2.88310, 0.72750, 0.62223], [2.48307, 2.90696, -3.68177], [3.51893, 3.86604, 0.83724]],
  "atomic_forces_ev_per_a": [[-1.0, -4.4, 1.1], [-0.1, -0.1, 0.0], [-0.1, 0.0, -0.1], [0.3, 0.1, 0.1], [0.0, -0.1, -0.1], [0.0, 0.0, 0.0], [1.4, 1.0, -0.9], [-0.1, 0.0, 0.1], [0.2, 0.1, -0.3], [0.0, 0.0, 0.1], [0.0, 0.0, 0.0], [1.6, 1.2, -0.2], [-0.2, 0.1, 0.0], [-0.1, -0.2, 0.1], [-0.1, -0.1, 0.0], [0.0, 0.0, 0.1], [0.0, 0.1, 0.0], [-0.1, -0.1, 0.1], [0.0, 0.0, -0.1], [0.0, 0.1, 0.0], [0.1, -0.4, 0.2], [-0.3, 1.5, -0.9], [0.1, 0.0, -0.1], [-1.0, -0.2, 1.3], [0.9, 0.3, -0.3], [-0.1, 1.8, 0.3], [0.0, -0.4, 0.0], [0.2, 0.0, 0.0], [-1.4, -0.6, -0.5], [-0.1, 0.2, -0.2], [0.0, 0.3, 0.1]],
  "nbo_charge": [1.032, 0.186, -0.279, -0.012, -0.359, -0.023, -0.288, -0.279, -0.012, -0.359, -0.024, -0.288, -0.056, -0.060, 0.215, 0.221, 0.250, 0.215, 0.221, 0.250, -0.994, 2.491, -1.151, -1.062, -1.118, 2.489, -0.994, -1.152, -1.061, 0.499, 0.499],
  "homo_ev": -6.0,
  "lumo_ev": 1.54,
  "gap_ha": 0.277,
  "largest_force_ev_per_a": 4.64,
  "charge": -1,
  "total_energy_ha": -1816.16493
}


{
  "formula": "C6H10BNO2S",
  "method": "ωB97M-V/def2-TZVPD",
  "elements": ["B", "C", "C", "C", "C", "C", "C", "N", "O", "O", "S", "H", "H", "H", "H", "H", "H", "H", "H", "H", "H"],
  "xyz": [[-0.51541, 0.87105, 1.98180], [-0.42271, -1.92975, -1.94690], [-0.21415, -2.93574, -1.06768], [-0.15219, -0.65606, -1.36596], [0.33129, -0.77014, -0.09062], [1.51659, 1.63783, 0.42004], [0.90685, 0.60832, 1.29440], [-0.14731, 0.51599, -2.09353], [-0.91212, 2.18952, 2.10809], [-1.26990, -0.18000, 2.43061], [0.29759, -2.37319, 0.43244], [-0.85158, -2.08583, -2.82528], [-0.34262, -4.02795, -1.28334], [0.65304, 1.61804, -0.38864], [1.62485, 2.75756, 0.84050], [2.31841, 1.20382, -0.15588], [1.56587, -0.00702, 1.94073], [-1.03659, 0.66721, -2.53562], [0.56503, 0.55531, -2.82725], [-1.83846, 2.23182, 2.31184], [-2.07647, 0.10921, 2.82026]],
  "atomic_forces_ev_per_a": [[1.0, 0.3, -0.5], [1.1, 0.4, 4.0], [-0.4, -2.1, -0.7], [1.2, -1.2, 0.5], [0.6, 2.3, 2.9], [-2.7, 2.1, -1.6], [-1.6, -3.4, -1.0], [-0.1, 2.0, -1.2], [0.4, -0.6, -0.4], [0.9, -0.1, -0.5], [0.6, -0.3, 0.8], [-1.5, -0.4, -4.0], [0.1, 1.3, 0.4], [2.0, 1.2, 1.3], [0.1, -2.8, -0.8], [0.8, 0.5, 0.2], [-0.2, 0.3, -0.5], [-0.3, 0.2, -0.2], [-0.3, -0.2, 0.4], [-0.7, 0.4, 0.3], [-1.0, 0.1, 0.6]],
  "nbo_charge": [1.087, -0.282, -0.441, 0.010, -0.226, -0.691, -0.414, -0.843, -0.879, -0.874, 0.481, 0.206, 0.237, 0.268, 0.230, 0.217, 0.222, 0.366, 0.372, 0.475, 0.478],
  "homo_ev": -8.5,
  "lumo_ev": 0.30,
  "gap_ha": 0.322,
  "largest_force_ev_per_a": 4.27,
  "total_energy_ha": -862.90316
}


{
  "formula": "C6H10Cl2N2O2",
  "method": "ωB97M-V/def2-TZVPD",
  "elements": ["N", "C", "C", "N", "C", "Cl", "C", "O", "O", "C", "Cl", "C", "H", "H", "H", "H", "H", "H", "H", "H", "H", "H"],
  "xyz": [[-1.30182, 1.70253, -0.11386], [-0.20782, 0.78601, -0.19370], [-0.28767, -0.62151, -0.34150], [-1.50700, -1.40131, -0.32312], [1.01777, -1.36872, -0.59015], [0.63491, -3.04715, 0.09207], [2.29154, -0.73399, 0.06356], [3.33379, -1.28128, -0.64956], [2.28891, -0.88014, 1.40569], [2.23283, 0.74709, -0.07165], [3.74956, 1.58389, -0.10854], [1.08097, 1.37706, -0.11750], [-1.46193, 2.12315, 0.84554], [-2.09831, 1.27157, -0.68858], [-1.04935, 2.50693, -0.65102], [-2.44656, -0.96810, -0.83467], [-1.78182, -1.39180, 0.74248], [-1.33384, -2.35167, -0.72139], [1.19809, -1.54280, -1.63780], [4.18892, -0.82448, -0.56844], [2.65680, -1.72689, 1.78292], [1.10699, 2.43146, -0.07300]],
  "atomic_forces_ev_per_a": [[-1.8, -0.5, -0.4], [1.2, -5.4, 0.1], [1.1, 4.3, -0.6], [-4.0, 1.9, 1.0], [-1.2, -1.0, 1.1], [1.0, 0.5, -0.3], [0.3, -0.9, -1.1], [0.0, -0.7, -0.1], [0.5, -1.2, 2.3], [1.5, 0.6, -0.4], [-1.0, -0.4, 0.2], [-0.4, 1.2, -0.1], [-0.6, -1.0, -0.8], [0.5, 1.2, 1.8], [0.4, 1.1, -0.9], [3.0, -1.3, 1.2], [0.3, -1.2, -2.3], [-0.2, 0.3, 0.7], [0.0, 0.1, -0.5], [-0.4, 0.1, 0.3], [-0.4, 1.0, -1.0], [0.0, 1.2, -0.1]],
  "nbo_charge": [-0.696, 0.143, 0.114, -0.750, -0.224, -0.007, 0.439, -0.690, -0.707, 0.126, 0.153, -0.370, 0.494, 0.463, 0.467, 0.464, 0.490, 0.504, 0.286, 0.520, 0.533, 0.247],
  "homo_ev": -16.8,
  "lumo_ev": -8.56,
  "gap_ha": 0.303,
  "largest_force_ev_per_a": 5.52,
  "charge": 2,
  "total_energy_ha": -1414.27524,
  "smiles": "[NH3+]C1=C([NH3+])[C@H](Cl)C(O)(O)C(Cl)=C1"
}


{
  "formula": "C6H10Cl2Si",
  "method": "ωB97M-V/def2-TZVPD",
  "elements": ["Cl", "Si", "Cl", "C", "C", "C", "C", "C", "C", "H", "H", "H", "H", "H", "H", "H", "H", "H", "H"],
  "xyz": [[-2.72606, 1.82264, -0.00135], [-1.90047, -0.02125, 0.08756], [-3.36628, -1.44320, -0.14240], [-0.58344, -0.30419, 1.51235], [0.76513, -0.39380, 0.86441], [1.25571, 0.96820, 0.23428], [0.61434, 1.07510, -1.09365], [-0.33589, -0.17156, -1.20250], [0.54654, -1.20543, -0.51711], [-0.96932, -1.39074, 1.81870], [-0.34279, 0.37062, 2.35964], [1.55705, -0.82442, 1.55580], [2.26813, 0.70355, 0.11723], [0.95478, 1.75577, 1.01608], [-0.07249, 2.02254, -1.23829], [1.29194, 1.03436, -1.85639], [-0.52710, -0.61657, -2.26092], [1.52580, -1.25043, -0.95240], [0.04440, -2.13119, -0.30101]],
  "atomic_forces_ev_per_a": [[-0.4, 0.4, 0.0], [3.6, 0.0, -0.7], [0.3, 0.2, 0.2], [-1.6, -1.6, 0.9], [0.7, -1.3, -2.2], [-1.6, -0.6, 3.4], [-5.4, 1.7, 0.1], [-0.9, -1.3, -1.4], [-0.2, 1.5, 2.9], [1.1, 2.1, 0.1], [-1.5, -0.4, 0.0], [-1.0, 0.4, -0.8], [1.7, 1.0, 0.2], [1.2, -0.6, -1.4], [1.7, -1.5, 0.3], [1.8, 0.1, -2.1], [-0.1, 1.5, 1.5], [0.3, -0.7, -0.7], [0.2, -0.8, -0.3]],
  "nbo_charge": [-0.354, 1.446, -0.346, -0.877, -0.193, -0.434, -0.425, -0.596, -0.429, 0.236, 0.254, 0.212, 0.216, 0.215, 0.215, 0.211, 0.240, 0.202, 0.207],
  "homo_ev": -9.5,
  "lumo_ev": 0.68,
  "gap_ha": 0.372,
  "largest_force_ev_per_a": 5.66,
  "total_energy_ha": -1444.56034,
  "smiles": "Cl[Si]1(Cl)C[C@@H]2CC[C@H]1C2"
}